83
Properties=species:S:1:pos:R:3:forces:R:3 method="wB97M-V/def2-TZVPD" gap_ha="0.1800 / 0.1800" mol_weight_da=895.0 charge=+3 max_force_ev_per_a=0.47 relative_energy_ev=0.2776 homo_ev="-15.59 / -15.59"
Pb 0.086901 -0.245404 0.115635 -0.3778 0.0756 -0.2299
C -1.663173 1.256019 4.699444 0.0283 -0.0072 -0.0769
C -1.438444 0.844875 3.377978 -0.0492 0.0360 -0.0345
N -0.240651 0.681447 2.837051 0.0757 -0.2596 0.0766
C 0.829118 0.920841 3.607266 0.0588 0.0700 -0.0495
C 0.713825 1.391956 4.929102 -0.0048 0.0733 0.0472
C -0.577672 1.547550 5.477959 -0.0012 -0.0116 0.0194
C 1.874816 1.750222 5.653599 0.0430 0.0302 0.1145
C 3.145404 1.683846 5.103178 -0.1023 -0.0323 -0.0598
C 3.293829 1.154222 3.839631 -0.0204 0.0091 -0.0330
C 2.175335 0.653772 3.098995 0.1161 0.0466 0.0639
N 2.296668 -0.016232 1.966161 -0.0991 -0.0978 -0.0741
C 3.437952 -0.627802 1.609368 -0.0210 0.0056 0.0549
C 4.391785 -1.086015 2.545684 0.0425 -0.0260 0.0439
C 5.622372 -1.591113 2.145697 -0.1060 0.0348 -0.0535
C 5.909307 -1.653019 0.801270 0.0828 -0.0104 0.0048
C 4.949082 -1.312139 -0.186005 0.1129 -0.0760 -0.0299
C 5.232879 -1.440601 -1.564225 0.0167 0.0087 0.0229
C 4.251084 -1.163273 -2.471513 -0.0705 0.0072 0.0135
C 2.985534 -0.796713 -1.987726 -0.0721 -0.0148 -0.0739
N 2.692537 -0.646775 -0.708826 0.0606 0.0563 0.1803
C 3.669556 -0.873705 0.196318 -0.0243 -0.0274 0.0094
H -2.672569 1.352550 5.071918 -0.0046 -0.0009 0.0001
H -2.281835 0.640533 2.727022 -0.0015 -0.0105 0.0151
H -0.693285 1.893392 6.497644 0.0100 0.0043 0.0000
H 1.749691 2.150816 6.653883 -0.0051 0.0035 -0.0074
H 3.997143 2.075212 5.640838 0.0011 -0.0048 0.0117
H 4.258560 1.195610 3.349942 -0.0131 -0.0025 -0.0115
H 4.111686 -1.128104 3.591376 -0.0044 0.0138 -0.0196
H 6.331176 -1.950069 2.878116 0.0016 0.0011 0.0050
H 6.874750 -2.022214 0.474838 -0.0110 -0.0085 -0.0147
H 6.218966 -1.756690 -1.880943 0.0011 -0.0004 -0.0007
H 4.421560 -1.239948 -3.535532 -0.0060 -0.0003 -0.0049
H 2.168822 -0.624929 -2.680906 0.0293 0.0077 -0.0059
C -1.306716 -5.497103 0.822482 -0.0933 0.1063 -0.0840
N -2.160222 -4.482158 0.199512 0.0434 -0.1668 0.0011
C -3.205090 -4.757731 -0.660753 0.0606 0.0327 0.0593
C -3.765541 -3.584883 -0.989836 0.0267 -0.0183 -0.0529
N -3.064568 -2.583154 -0.319855 -0.0907 0.1393 -0.0653
C -2.061549 -3.159635 0.411126 -0.0356 0.0678 -0.0019
S -0.888251 -2.494207 1.466041 0.0552 0.0710 -0.0766
C -3.492234 -1.215127 -0.355641 0.0488 -0.3250 0.1556
C -4.815744 -0.936408 -0.673455 -0.0519 0.0456 0.0749
C -5.205780 0.387592 -0.745284 -0.0610 0.0670 -0.0249
C -4.280585 1.389539 -0.483173 0.0095 -0.0901 0.0403
C -3.001704 1.002401 -0.146612 0.0210 0.0058 0.0879
N -2.602474 -0.278196 -0.080815 0.2197 0.3226 -0.2636
H -1.528183 -6.449481 0.350522 0.0218 -0.0196 0.0262
H -1.514943 -5.553417 1.888046 0.0124 -0.0067 0.0125
H -0.262616 -5.234887 0.671375 0.0109 -0.0177 0.0141
H -3.451488 -5.761281 -0.959560 -0.0015 -0.0033 -0.0010
H -4.576442 -3.376650 -1.661518 0.0061 0.0105 0.0023
H -5.544099 -1.718056 -0.824827 0.0319 -0.0221 0.0040
H -6.231034 0.631184 -0.990262 0.0012 0.0092 0.0043
H -4.544660 2.436417 -0.520887 -0.0137 0.0054 -0.0145
H -2.248420 1.750634 0.083240 -0.0029 -0.0011 -0.0262
O 0.464748 7.663998 -1.246805 -0.1276 -0.1775 -0.0728
C -0.604728 6.990168 -1.713677 0.0975 0.2353 0.1437
O -1.613216 7.562100 -1.994153 -0.0553 -0.0582 -0.0129
C -0.493578 5.491549 -1.837452 -0.0671 -0.0282 -0.1113
C -1.437585 4.869377 -2.653687 0.0612 0.0072 -0.0041
C -1.441181 3.497577 -2.807190 -0.1159 0.0443 0.0354
C -0.506036 2.721892 -2.122764 -0.0090 -0.3711 -0.0263
C 0.416642 3.331631 -1.287496 0.1122 0.1995 0.0256
C 0.433617 4.715136 -1.159742 0.0754 -0.0723 0.1090
N -0.461391 1.294741 -2.182244 -0.0896 0.1950 0.1408
C -0.980256 0.665718 -3.151107 0.0468 -0.1052 -0.1287
C -0.972333 -0.811186 -3.210594 -0.0067 0.1958 -0.0143
C -1.489612 -1.437165 -4.332578 0.0259 -0.1195 -0.0464
C -1.427953 -2.822495 -4.422115 -0.0317 0.0691 -0.0512
C -0.845602 -3.526297 -3.384864 0.0340 -0.0266 0.0559
C -0.365018 -2.820255 -2.289893 0.0269 -0.0056 0.0117
N -0.429576 -1.493662 -2.189849 0.0732 -0.0831 0.1814
H 1.245048 7.101913 -1.205923 0.1023 0.0245 -0.0079
H -2.169219 5.488061 -3.155739 -0.0008 0.0007 0.0018
H -2.200492 3.050643 -3.434739 0.0066 -0.0687 0.0012
H 1.147594 2.729653 -0.758774 -0.0205 -0.0221 -0.0223
H 1.163516 5.162097 -0.495507 -0.0129 0.0303 -0.0066
H -1.423493 1.165634 -4.013142 -0.0105 0.0363 -0.0017
H -1.913823 -0.846287 -5.133453 -0.0105 0.0004 0.0001
H -1.813961 -3.333611 -5.293958 -0.0005 -0.0059 0.0028
H -0.751208 -4.602680 -3.417360 -0.0041 -0.0045 -0.0015
H 0.098745 -3.341766 -1.459338 -0.0039 0.0045 0.0238